Entry 1:
A structure of composition C41H40N7O4STi, computed with the ωB97M-V functional and the def2-TZVPD basis.

ORCA input file:
```
! wB97M-V def2-TZVPD RIJCOSX def2/J DEFGRID3
* xyz 0 2
Ti -0.09 0.88 -1.51
C -3.05 3.70 -0.72
C -1.74 3.02 -0.48
N -1.65 1.69 -0.71
N -2.62 0.84 -0.34
C -2.17 -0.42 -0.30
O -0.89 -0.66 -0.55
C -3.14 -1.47 0.00
C -2.73 -2.82 -0.06
C -3.59 -3.81 0.40
C -4.82 -3.45 0.98
C -5.19 -2.12 1.06
C -4.43 -1.17 0.45
C -0.48 3.59 -0.37
C -0.12 4.94 -0.22
C 1.25 5.28 -0.16
C 2.20 4.27 -0.20
C 1.78 2.93 -0.26
N 0.49 2.59 -0.45
H -3.80 3.08 -0.26
H -3.20 3.81 -1.80
H -3.03 4.69 -0.27
H -1.76 -3.14 -0.43
H -3.33 -4.83 0.33
H -5.46 -4.19 1.44
H -6.11 -1.83 1.57
H -4.83 -0.16 0.37
H -0.84 5.71 -0.44
H 1.59 6.32 -0.05
H 3.27 4.47 -0.13
H 2.58 2.16 -0.24
C 7.17 -0.08 2.24
C 6.21 0.19 3.20
C 4.89 -0.20 3.03
C 4.42 -0.62 1.76
C 5.43 -0.93 0.82
C 6.76 -0.59 1.05
N 3.07 -0.79 1.51
N 2.61 -1.58 0.47
C 2.25 -1.16 -0.71
C 2.16 -2.14 -1.74
C 2.33 -1.81 -3.06
C 2.25 -0.47 -3.38
C 2.04 0.43 -2.38
N 1.95 0.14 -1.06
H 8.22 0.22 2.39
H 6.50 0.74 4.10
H 4.15 -0.07 3.80
H 5.13 -1.43 -0.11
H 7.48 -0.63 0.20
H 2.08 -3.18 -1.37
H 2.41 -2.54 -3.86
H 2.29 -0.12 -4.39
H 2.16 1.50 -2.60
C -6.65 2.14 -4.88
C -5.16 1.89 -4.75
C -4.56 0.56 -4.90
C -3.23 0.31 -4.65
C -2.48 1.48 -4.33
C -2.92 2.78 -4.30
C -4.31 2.92 -4.38
S -0.74 1.21 -4.04
O -0.84 -0.02 -3.10
O -0.04 1.12 -5.30
O -0.14 2.24 -3.09
H -6.94 3.01 -5.52
H -7.11 2.29 -3.86
H -7.18 1.24 -5.19
H -5.18 -0.29 -5.17
H -2.80 -0.69 -4.57
H -2.30 3.64 -4.08
H -4.75 3.91 -4.34
C 3.10 -4.01 4.73
N 1.88 -3.80 3.98
C 0.60 -4.35 4.44
C 1.88 -3.04 2.74
C 1.27 -1.68 2.87
C 0.03 -1.44 3.47
C -0.28 -0.16 3.94
C 0.66 0.86 3.94
C 1.80 0.68 3.12
C 2.07 -0.54 2.51
H 3.87 -4.63 4.23
H 2.86 -4.39 5.73
H 3.62 -3.04 4.88
H 0.67 -5.43 4.69
H -0.21 -4.17 3.71
H 0.33 -3.85 5.44
H 1.24 -3.56 2.04
H 2.93 -3.07 2.43
H -0.68 -2.20 3.40
H -1.29 0.02 4.31
H 0.49 1.81 4.45
H 2.42 1.48 2.85
*
```

Properties
LUMO level (spin up / spin down) = -0.6 / -1.5 eV
calculated total energy = -3518.1877 hartree
HOMO energy (spin up / spin down) = -6.501 / -6.505 eV

Here are the Löwdin charges for atoms 1 to 6, given in e:
1 Ti 1.092
2 C 0.010
3 C -0.237
4 N -0.118
5 N 0.109
6 C -0.363


Entry 2:
A structure of composition C27H26NOSTeZr, computed with the ωB97M-V functional and the def2-TZVPD basis.

ORCA input file:
```
! wB97M-V def2-TZVPD RIJCOSX def2/J DEFGRID3
* xyz 3 1
Zr -0.08 0.54 0.04
C -0.75 1.04 4.43
C -0.31 2.34 4.58
C 0.13 3.09 3.49
C 0.13 2.52 2.23
C -0.32 1.18 2.05
C -0.75 0.46 3.16
C 0.54 3.29 1.02
C 1.08 4.57 1.02
C 1.44 5.15 -0.17
C 1.28 4.47 -1.39
C 1.65 5.02 -2.65
C 1.48 4.29 -3.79
C 0.94 2.99 -3.73
C 0.56 2.44 -2.53
C 0.73 3.18 -1.35
N 0.36 2.62 -0.14
H -1.09 0.47 5.29
H -0.31 2.79 5.57
H 0.45 4.11 3.65
H -1.10 -0.57 3.06
H 1.22 5.11 1.95
H 1.85 6.15 -0.18
H 2.07 6.01 -2.69
H 1.76 4.71 -4.75
H 0.80 2.43 -4.65
H 0.12 1.44 -2.53
C 1.84 -1.69 1.42
Te 2.74 -0.14 0.26
C 3.04 -1.60 -1.27
C 2.61 -2.91 -0.65
C 2.82 -4.09 -1.35
C 2.47 -5.31 -0.79
C 1.92 -5.35 0.49
C 1.71 -4.18 1.19
C 2.05 -2.95 0.62
H 0.77 -1.50 1.62
H 2.30 -1.67 2.41
H 4.10 -1.54 -1.50
H 2.48 -1.32 -2.16
H 3.27 -4.07 -2.34
H 2.65 -6.22 -1.33
H 1.67 -6.30 0.94
H 1.30 -4.22 2.20
O -1.48 -0.79 -0.50
S -2.19 -2.13 -1.01
C -3.53 -1.56 -2.09
C -4.75 -1.35 -1.20
C -4.73 -2.50 -0.20
C -3.31 -2.55 0.37
H -3.65 -2.39 -2.79
H -3.15 -0.71 -2.64
H -5.65 -1.34 -1.81
H -4.69 -0.38 -0.69
H -4.97 -3.44 -0.69
H -5.43 -2.37 0.62
H -2.98 -3.51 0.78
H -3.13 -1.76 1.10
*
```

Properties
LUMO level = -10.3 eV
calculated total energy = -1886.7882 hartree
HOMO energy = -16.896 eV

Here are the Löwdin charges for atoms 1 to 6, given in e:
1 Zr 1.607
2 C -0.022
3 C 0.011
4 C 0.021
5 C -0.187
6 C -0.268


Entry 3:
A structure of composition C32H50Br2GeN4O4Sn, computed with the ωB97M-V functional and the def2-TZVPD basis.

ORCA input file:
```
! wB97M-V def2-TZVPD RIJCOSX def2/J DEFGRID3
* xyz 3 2
Sn 0.17 -0.40 0.93
C -0.70 4.87 -1.96
C 0.38 3.97 -1.37
C 0.94 4.52 -0.08
C 1.47 3.66 -2.38
O -0.28 2.70 -0.97
Ge -1.06 1.58 -2.00
O -2.46 0.91 -1.31
C -3.87 1.38 -1.47
C -4.01 2.67 -0.69
C -4.14 1.58 -2.95
C -4.71 0.26 -0.89
O 0.02 0.57 -2.84
C -0.09 -0.02 -4.21
C 1.23 -0.74 -4.41
C -1.27 -0.97 -4.24
C -0.27 1.13 -5.18
H -0.28 5.84 -2.23
H -1.11 4.43 -2.87
H -1.50 5.03 -1.24
H 1.45 5.47 -0.27
H 0.14 4.69 0.64
H 1.67 3.83 0.35
H 2.01 4.57 -2.64
H 2.18 2.94 -1.99
H 1.05 3.26 -3.31
H -3.38 3.46 -1.12
H -5.04 3.02 -0.72
H -3.72 2.52 0.35
H -3.50 2.38 -3.35
H -3.96 0.66 -3.51
H -5.17 1.88 -3.11
H -4.48 0.11 0.16
H -5.77 0.53 -0.96
H -4.56 -0.67 -1.43
H 1.36 -1.51 -3.65
H 1.23 -1.21 -5.39
H 2.06 -0.04 -4.36
H -1.19 -1.71 -3.44
H -2.21 -0.44 -4.13
H -1.30 -1.49 -5.19
H 0.57 1.83 -5.12
H -0.33 0.77 -6.21
H -1.20 1.67 -4.98
Br -2.72 3.15 3.84
C -1.93 1.60 4.45
C -2.07 1.20 5.76
C -1.45 0.06 6.25
Br -1.69 -0.41 8.02
C -0.62 -0.76 5.39
C 0.09 -1.89 5.81
C 0.87 -2.58 4.90
C 0.90 -2.15 3.58
N 0.23 -1.08 3.16
C -0.49 -0.38 4.05
C -1.14 0.82 3.53
O -0.95 1.13 2.34
H -2.68 1.79 6.43
H 0.03 -2.22 6.84
H 1.44 -3.45 5.20
H 1.48 -2.68 2.84
C 5.80 -0.84 0.74
C 5.01 -0.25 1.93
C 5.36 1.23 2.14
C 5.25 -1.06 3.21
C 3.58 -0.33 1.60
N 2.46 -0.40 1.34
H 6.86 -0.79 0.98
H 5.63 -0.28 -0.17
H 5.54 -1.89 0.57
H 6.42 1.29 2.40
H 4.78 1.67 2.95
H 5.21 1.81 1.23
H 6.31 -0.99 3.46
H 5.01 -2.12 3.07
H 4.67 -0.67 4.05
N 0.29 -2.71 0.66
C 0.14 -3.84 0.39
N -0.04 -5.08 0.10
C 0.80 -6.15 0.69
C 1.52 -6.94 -0.42
C 1.16 -6.40 -1.81
C -0.35 -6.36 -2.00
C -1.03 -5.51 -0.91
H 0.12 -6.79 1.27
H 1.49 -5.69 1.39
H 1.23 -7.99 -0.35
H 2.60 -6.89 -0.27
H 1.61 -7.04 -2.57
H 1.59 -5.40 -1.94
H -0.75 -7.37 -1.96
H -0.60 -5.96 -2.98
H -1.81 -6.06 -0.38
H -1.49 -4.60 -1.32
*
```

Properties
LUMO level (spin up / spin down) = -8.8 / -10.0 eV
calculated total energy = -9207.7339 hartree
HOMO energy (spin up / spin down) = -15.799 / -16.727 eV

Here are the Löwdin charges for atoms 1 to 6, given in e:
1 Sn 1.367
2 C -0.019
3 C -0.625
4 C -0.010
5 C -0.019
6 O -0.212


| no. | molar mass (g mol⁻¹) |
| --- | --- |
| 1 | 774.75 |
| 2 | 631.40 |
| 3 | 905.91 |